Record 1
This record from the OMol25 dataset describes C43H52FN6O6Sc as an isolated structure in a non-equilibrium geometry. The level of theory is the ωB97M-V functional and the def2-TZVPD basis.

```
109
Properties=species:S:1:pos:R:3:forces:R:3
Sc 0.00996 0.12025 -0.11642 0.271 0.368 0.987
C 2.46472 2.07598 -0.75861 0.018 0.104 -0.021
N 2.51271 0.63406 -0.42136 -0.194 0.083 0.014
C 3.21762 -0.07517 -1.48626 -0.006 -0.078 0.041
C 3.12080 0.50067 0.88509 -0.023 -0.075 -0.041
C 4.46193 0.20458 1.05249 -0.003 0.061 -0.010
C 5.04885 0.20207 2.31538 -0.017 -0.010 0.004
C 4.26730 0.55925 3.40313 0.018 0.017 -0.004
C 2.91967 0.83980 3.24891 -0.055 -0.034 0.010
C 2.27800 0.75153 1.99755 0.024 0.005 -0.013
N 0.94219 0.93846 1.77039 -0.098 -0.238 -0.093
C 0.02610 0.72881 2.81028 0.035 0.024 -0.042
C 0.18354 -0.22317 3.82054 -0.016 -0.008 0.014
C -0.82762 -0.50142 4.73046 -0.005 0.015 -0.008
C -2.03785 0.16486 4.64518 0.002 0.003 -0.002
C -2.22279 1.10827 3.64113 0.023 0.023 -0.005
C -1.21627 1.40029 2.72896 -0.050 0.069 0.018
N -1.42128 2.26822 1.63599 0.087 -0.105 -0.076
C -0.61726 3.47586 1.60655 -0.018 0.042 0.024
C -2.78318 2.50141 1.22240 -0.054 0.018 -0.009
H 3.47952 2.49368 -0.74307 0.019 -0.006 0.012
H 1.84836 2.59761 -0.02892 0.037 0.000 0.043
H 2.02618 2.19661 -1.74613 0.091 0.036 0.228
H 4.18349 0.39251 -1.71961 -0.007 0.010 -0.022
H 2.60306 -0.05905 -2.38392 0.056 0.010 0.043
H 3.39650 -1.10859 -1.19140 0.001 -0.013 0.006
H 5.07284 -0.01532 0.18670 0.009 -0.003 -0.003
H 6.09560 -0.04591 2.43283 0.004 0.011 0.004
H 4.70609 0.61944 4.39259 0.007 -0.007 -0.003
H 2.33130 1.11266 4.11415 0.007 -0.011 0.008
H 1.10253 -0.79175 3.86051 0.006 0.000 -0.001
H -0.66711 -1.25624 5.49128 -0.012 -0.003 0.001
H -2.83857 -0.04682 5.34306 0.006 -0.003 0.005
H -3.17204 1.62073 3.55764 -0.010 -0.002 0.010
H -1.05192 4.26507 2.24147 0.006 -0.009 0.011
H -0.56468 3.84388 0.57975 -0.011 0.003 0.003
H 0.38982 3.25874 1.95365 0.000 0.002 -0.013
H -3.33669 3.16731 1.90735 0.015 -0.001 0.001
H -3.30956 1.54904 1.15543 0.015 -0.001 -0.008
H -2.76671 2.96200 0.23389 -0.001 0.000 -0.004
C 2.39218 -3.37752 1.58118 0.011 -0.007 -0.001
C 1.58982 -2.64141 0.53800 -0.056 0.026 -0.035
O 0.95376 -1.65905 0.90536 0.004 -0.106 -0.009
C 1.58919 -3.10146 -0.85378 0.082 -0.051 0.051
C 2.28112 -4.27101 -1.20433 -0.025 0.022 -0.029
C 2.28453 -4.76472 -2.48931 0.003 -0.016 0.012
C 1.55542 -4.07561 -3.46561 -0.006 0.049 -0.013
C 0.86845 -2.92705 -3.16139 0.039 -0.068 -0.040
C 0.87911 -2.37392 -1.85357 -0.174 0.064 0.117
O 0.25423 -1.27233 -1.62941 0.187 0.009 -0.483
H 2.23816 -2.88052 2.53516 -0.001 -0.005 0.001
H 3.45391 -3.34179 1.32888 0.000 0.002 0.001
H 2.09456 -4.42434 1.65244 -0.010 0.002 0.006
H 2.82930 -4.80230 -0.43738 0.006 -0.005 -0.008
H 2.82849 -5.66648 -2.73498 0.004 -0.001 0.006
H 1.53639 -4.45334 -4.48387 -0.005 -0.020 -0.003
H 0.29594 -2.39488 -3.90902 -0.034 0.065 -0.087
C -4.10778 -0.66696 -5.66282 -0.016 -0.027 0.001
C -3.32340 0.54220 -6.15005 0.024 -0.052 0.017
N -2.04235 0.69394 -5.46830 0.040 0.092 -0.155
C -1.99714 1.42372 -4.31457 0.003 -0.121 0.208
C -0.90577 1.62316 -3.54561 -0.181 -0.101 -0.043
C -1.15906 2.24722 -2.18633 0.211 0.344 0.022
O -2.02711 3.10683 -2.09482 -0.018 -0.125 -0.032
O -0.43385 1.78336 -1.24595 0.032 -0.068 -0.319
C 0.38490 1.18683 -4.03195 -0.044 -0.074 -0.151
O 1.47399 1.48524 -3.57227 -0.113 0.005 -0.249
C 0.30938 0.31201 -5.24043 0.054 0.079 0.102
C 1.48634 -0.28079 -5.68261 0.006 -0.090 0.034
C 1.45189 -1.15748 -6.73141 0.019 0.035 0.017
F 2.60042 -1.72291 -7.18092 -0.031 -0.001 -0.015
C 0.25086 -1.50130 -7.34772 0.065 -0.035 -0.013
C -0.91643 -0.88111 -6.94428 -0.005 -0.005 0.058
C -0.90013 0.05542 -5.90135 -0.075 -0.024 0.032
N 0.18067 -2.50197 -8.36911 -0.122 0.023 -0.039
C 1.03906 -3.67294 -8.26690 0.009 -0.011 -0.036
C 0.37548 -4.80992 -9.09432 -0.020 0.018 -0.026
N -0.92824 -4.26324 -9.59054 0.069 0.200 0.171
C -0.68061 -3.14062 -10.55105 0.018 -0.044 0.022
C 0.08290 -2.04925 -9.74830 0.106 -0.043 -0.023
H -5.07556 -0.72312 -6.16335 0.011 0.003 -0.007
H -4.28004 -0.59748 -4.58910 0.000 0.004 0.027
H -3.56600 -1.59643 -5.84715 0.004 0.004 0.010
H -3.88736 1.45728 -5.97486 -0.009 -0.011 0.024
H -3.13949 0.49657 -7.22480 -0.009 0.014 -0.003
H -2.94088 1.83220 -3.97385 -0.023 0.018 -0.051
H 2.40897 -0.04355 -5.16780 0.004 -0.002 -0.009
H -1.84747 -1.17895 -7.40805 0.012 -0.007 -0.012
H 1.12724 -3.96014 -7.22171 -0.014 0.006 0.010
H 2.04360 -3.48992 -8.65504 0.014 -0.012 0.030
H 0.16872 -5.70297 -8.50986 0.017 0.026 0.048
H 0.96684 -5.08078 -9.96565 -0.027 -0.056 -0.007
H -1.31966 -3.78597 -8.76015 -0.111 -0.113 -0.041
H -1.56836 -4.97109 -9.93974 0.078 -0.035 -0.098
H -1.64499 -2.80435 -10.92498 0.008 0.049 0.023
H -0.09237 -3.53402 -11.37626 -0.047 -0.024 -0.028
H -0.45428 -1.10553 -9.78135 -0.019 -0.005 0.011
H 1.07385 -1.89503 -10.19140 -0.012 0.038 -0.015
C -3.13952 -0.83927 -1.67091 -0.029 0.024 -0.114
C -2.86419 -1.15489 -0.20198 0.013 -0.072 0.224
C -2.64995 -2.65241 0.00242 -0.001 -0.049 0.000
O -1.77288 -0.44504 0.27681 -0.169 -0.058 -0.267
H -3.89363 -1.51950 -2.08303 -0.039 0.046 0.035
H -2.21712 -0.95700 -2.24503 0.033 -0.029 -0.007
H -3.49532 0.18840 -1.78020 0.050 0.034 -0.007
H -3.75989 -0.85718 0.36919 0.017 -0.050 0.047
H -1.87033 -3.01733 -0.67296 0.021 0.021 0.002
H -3.56811 -3.21836 -0.18255 0.020 -0.001 -0.021
H -2.32436 -2.83560 1.02699 -0.024 0.009 0.013
```
Forces are in eV/Å.

## Properties
HOMO-LUMO gap in eV: 3.254

Atom charges from the Löwdin analysis, given in e for atoms 1 to 8:
1 Sc 1.011
2 C -0.058
3 N -0.206
4 C -0.077
5 C -0.210
6 C -0.049
7 C -0.124
8 C -0.113

Record 2
This record from the OMol25 dataset describes C13H27KN3O3Ta as an isolated structure in a non-equilibrium geometry. The level of theory is the ωB97M-V functional and the def2-TZVPD basis.

```
48
Properties=species:S:1:pos:R:3:forces:R:3
N 1.70551 -0.25699 0.81202 2.709 -0.424 2.911
C 2.71147 -0.28242 1.62546 -1.444 0.347 -0.751
O 3.62180 -0.27481 2.36425 -2.379 -0.126 -2.121
K 0.11899 0.39002 -2.59672 0.805 -2.122 -4.819
Ta -0.25677 -0.05615 0.65964 2.722 -0.344 -1.706
N -0.79232 -1.46062 -0.66396 -0.197 0.727 0.842
N -0.11053 1.39099 -0.74220 -1.782 1.977 5.786
C -0.08730 -2.80694 -0.60888 -0.202 -0.007 -0.485
C 0.85977 2.60865 -0.84621 -0.303 -0.512 -0.223
C 1.17082 -2.67495 -1.46932 0.272 -0.131 -0.126
C -0.97251 -3.92885 -1.15579 -0.033 -0.219 0.004
C 0.26769 -3.13527 0.83611 -0.062 -0.279 0.233
C 0.32865 3.52272 -1.95585 0.025 0.254 -0.004
C 0.89710 3.32090 0.49801 0.192 0.397 0.090
C 2.24772 2.09342 -1.22752 0.346 0.091 -0.081
H 0.91193 -2.40785 -2.51104 0.089 -0.200 0.322
H 1.69914 -3.63877 -1.49529 -0.111 0.292 -0.118
H 1.86953 -1.92734 -1.06179 -0.237 -0.224 -0.141
H -1.91893 -3.99575 -0.60474 0.189 -0.037 -0.150
H -0.44708 -4.88678 -1.02439 -0.155 0.324 -0.031
H -1.17522 -3.82293 -2.22966 0.003 -0.017 0.295
H 0.95976 -2.40637 1.28250 -0.176 -0.314 -0.053
H 0.78011 -4.10999 0.85103 -0.110 0.366 0.135
H -0.63927 -3.22226 1.45132 0.222 0.010 -0.125
H 0.29281 3.03586 -2.94940 0.031 0.211 0.394
H 1.00764 4.38352 -2.05078 -0.241 -0.262 -0.029
H -0.66693 3.91987 -1.71733 0.248 -0.051 -0.140
H -0.08175 3.75095 0.74878 0.318 -0.017 0.037
H 1.62051 4.15314 0.44500 -0.348 -0.298 0.066
H 1.20388 2.65003 1.31147 -0.001 0.188 -0.260
H 2.59443 1.30467 -0.54942 -0.096 0.284 -0.374
H 2.95519 2.93274 -1.13886 -0.238 -0.289 -0.095
H 2.32281 1.75481 -2.28134 -0.022 0.120 0.494
C -1.54368 1.78128 -0.44947 0.665 0.691 -0.787
H -2.01926 1.11691 0.34599 -0.296 0.438 -0.448
H -1.59623 2.81530 -0.07501 -0.186 -0.572 0.123
H -2.16227 1.71827 -1.36849 0.005 -0.149 0.699
C -1.95834 -1.35624 -1.58801 0.045 -0.286 0.208
H -2.76431 -2.03184 -1.25904 0.339 0.205 -0.282
H -2.40197 -0.34497 -1.58167 0.304 -0.405 -0.014
H -1.67389 -1.62764 -2.62899 -0.221 0.096 0.531
C -1.46296 0.32685 4.44469 -0.244 -0.463 0.033
C -1.04601 0.24941 3.02687 0.275 0.235 0.704
O -0.05487 0.92395 2.56751 -0.906 -0.249 -0.098
O -1.62127 -0.53444 2.17318 0.021 0.406 -0.208
H -0.58204 0.21799 5.08883 -0.157 0.202 -0.156
H -2.17902 -0.47291 4.66409 0.135 0.270 -0.054
H -1.93254 1.30080 4.63440 0.185 -0.134 -0.028
```
Forces are in eV/Å.

## Properties
Net charge: +2
Energy above the lowest of the compared OMol25 structures with the same formula, charge and spin in kcal per mole: 16.3
HOMO-LUMO gap in eV: 8.123

Atom charges from the Löwdin analysis, given in e for atoms 1 to 8:
1 N -0.086
2 C -0.261
3 O 0.250
4 K 0.920
5 Ta 1.855
6 N -0.288
7 N -0.476
8 C -0.633

Record 3
This record from the OMol25 dataset describes a 4-piece molecular cluster, C4H12N4O8 overall in a non-equilibrium geometry. The level of theory is the ωB97M-V functional and the def2-TZVPD basis.

```
28
Properties=species:S:1:pos:R:3:forces:R:3
C -1.56793 -3.61990 0.79111 -0.141 0.166 -0.124
N -0.45966 -4.45031 0.21562 -1.523 -0.235 -0.385
O 0.22171 -3.93016 -0.62987 0.539 0.325 -0.209
O -0.44097 -5.61908 0.50776 0.410 -0.512 0.510
H -1.97876 -3.07962 -0.05689 0.151 0.294 0.133
H -1.15521 -2.96551 1.55184 0.082 0.109 -0.111
H -2.35452 -4.23841 1.20944 0.330 -0.323 0.078
C 2.60354 -2.53904 -2.02177 0.861 0.772 -0.105
N 2.21721 -1.47454 -1.04468 -0.544 -0.623 0.697
O 2.23104 -0.32078 -1.39993 0.219 -0.008 -0.310
O 1.84883 -1.84510 0.05783 0.401 0.082 0.056
H 2.60390 -3.52691 -1.58378 -0.639 0.069 0.176
H 3.63898 -2.31256 -2.27931 -0.150 0.158 -0.292
H 1.94555 -2.36239 -2.86578 0.076 -0.402 -0.124
C -0.32136 0.02054 1.25074 1.222 -0.187 -0.624
N -0.49995 1.45819 0.95391 -0.914 -0.163 0.434
O -0.93462 2.15102 1.85466 0.037 0.332 0.170
O -0.22941 1.84493 -0.15350 0.149 0.093 -0.261
H 0.76139 -0.09887 1.18895 -0.065 -0.238 0.202
H -0.70234 -0.55627 0.41329 -0.277 0.083 0.086
H -0.69066 -0.26561 2.22500 -0.261 0.283 0.006
C -1.13991 5.51881 0.56442 -0.369 0.106 1.001
N -0.71737 5.18904 -0.81003 -0.087 1.151 0.285
O -1.58364 5.03586 -1.63054 -0.673 -0.455 -0.533
O 0.46456 5.18639 -1.03494 0.787 -0.304 -0.094
H -1.37234 4.57815 1.06051 0.177 -0.013 0.048
H -2.02505 6.14941 0.58521 -0.124 -0.199 -0.562
H -0.36302 6.07272 1.08072 0.326 -0.362 -0.149
```
Forces are in eV/Å.

## Properties
Energy above the lowest of the compared OMol25 structures with the same formula, charge and spin in kcal per mole: 13.4
HOMO-LUMO gap in eV: 10.663

Atom charges from the Löwdin analysis, given in e for atoms 1 to 8:
1 C 0.051
2 N -0.440
3 O 0.049
4 O 0.082
5 H 0.098
6 H 0.089
7 H 0.094
8 C 0.048

Record 4
This record from the OMol25 dataset describes a 4-piece molecular cluster, C4H12O4 overall in a non-equilibrium geometry. The level of theory is the ωB97M-V functional and the def2-TZVPD basis.

```
20
Properties=species:S:1:pos:R:3:forces:R:3
C -1.93530 -1.23487 0.89324 -1.844 1.469 -2.711
C -2.48931 -0.58827 -0.18797 0.691 -0.384 2.208
C -1.75336 0.50393 -0.83417 1.933 0.073 -1.945
C -0.60763 0.26553 -1.55168 -2.975 -0.332 0.759
O 0.11635 1.22542 -2.20999 2.523 -1.347 -0.052
H -2.50116 -1.83864 1.54027 -0.718 -1.056 0.419
H -0.93700 -1.06138 1.17974 0.785 0.534 0.164
H -3.54825 -0.66817 -0.48830 0.525 -0.294 0.497
H -2.21762 1.49708 -0.81326 0.383 -0.206 0.168
H -0.44998 -0.78708 -1.81129 0.735 0.379 0.354
H 1.03254 0.78781 -2.38071 -2.351 1.346 0.280
O 1.24285 2.34369 0.46848 -0.655 0.939 -0.987
H 0.74146 2.40950 -0.37701 0.412 -0.644 0.560
H 1.20432 3.27851 0.72767 0.279 -0.392 0.357
O 1.00137 -2.24266 0.22120 -1.185 1.163 1.481
H 0.70505 -1.77540 1.05931 0.443 -0.695 -1.609
H 1.84139 -2.55410 0.51756 1.113 -0.539 0.062
O 2.49585 -0.34873 2.32673 0.344 -2.030 4.878
H 3.22468 -0.69757 2.99148 -1.961 1.372 -2.917
H 2.76675 -0.09028 1.48669 1.523 0.645 -1.966
```
Forces are in eV/Å.

## Properties
Energy above the lowest of the compared OMol25 structures with the same formula, charge and spin in kcal per mole: 68.0
HOMO-LUMO gap in eV: 8.832

Atom charges from the Löwdin analysis, given in e for atoms 1 to 8:
1 C 0.036
2 C -0.166
3 C -0.118
4 C -0.212
5 O -0.049
6 H 0.036
7 H 0.020
8 H 0.099

no.,LUMO (eV),HOMO energy (eV)
1,-1.767,-5.0
2,-7.865,-16.0
3,0.000,-10.7
4,0.510,-8.3